1.
Computed, not measured: a molecular structure, C41H39N3O7P2Sr, with ωB97M-V with the def2-TZVPD basis set.

Summary:
* net charge: 0
* HOMO-LUMO gap: 4.763 eV

Each line ends with the Löwdin charge.
CARTESIAN COORDINATES (ANGSTROEM)
Sr 2.006 0.016 0.369  1.27
C -2.313 -3.668 -2.173  -0.09
C -2.796 -2.515 -2.653  -0.15
C -4.261 -2.123 -2.567  -0.19
C -4.967 -2.372 -1.208  -0.17
C -4.107 -2.323 0.011  -0.12
C -3.467 -3.391 0.505  -0.11
C -3.472 -4.737 -0.134  -0.18
C -3.217 -4.758 -1.660  -0.18
C 2.089 1.415 2.804  -0.28
H -1.242 -3.926 -2.205  0.11
H -2.156 -1.856 -3.264  0.09
H -4.839 -2.653 -3.344  0.12
H -4.352 -1.058 -2.830  0.10
H -5.746 -1.599 -1.094  0.12
H -5.457 -3.352 -1.236  0.10
H -4.198 -1.380 0.541  0.08
H -3.131 -3.456 1.536  0.07
H -4.435 -5.233 0.082  0.12
H -2.707 -5.339 0.377  0.11
H -2.794 -5.744 -1.910  0.12
H -4.186 -4.657 -2.162  0.10
H 3.017 0.965 3.191  -0.06
H 1.365 1.587 3.612  -0.05
H 2.296 2.358 2.273  -0.08
P -0.234 0.046 -1.802  0.97
P -0.794 0.260 1.582  0.96
C -1.774 -0.246 -0.990  -0.30
C -2.020 -0.110 0.346  -0.31
C -0.380 1.263 -3.102  -0.38
C -1.452 1.307 -4.009  -0.08
C -1.440 2.275 -5.013  -0.08
C -0.389 3.193 -5.089  -0.07
C 0.652 3.170 -4.152  -0.07
C 0.654 2.227 -3.139  -0.08
C 0.684 -1.434 -2.329  -0.39
C 1.110 -2.389 -1.365  -0.18
C 2.080 -3.323 -1.725  -0.09
C 2.517 -3.412 -3.049  -0.08
C 2.020 -2.545 -4.024  -0.07
C 1.111 -1.552 -3.667  -0.08
C -1.618 1.498 2.611  -0.36
C -1.649 2.815 2.122  -0.08
C -2.289 3.790 2.876  -0.08
C -2.874 3.461 4.105  -0.08
C -2.794 2.155 4.596  -0.08
C -2.181 1.154 3.846  -0.08
C -0.481 -1.240 2.572  -0.38
C 0.721 -1.336 3.275  -0.13
C 0.944 -2.410 4.118  -0.07
C -0.012 -3.429 4.226  -0.08
C -1.182 -3.377 3.465  -0.07
C -1.425 -2.264 2.657  -0.10
H -2.589 -0.498 -1.687  0.04
H -3.059 -0.096 0.701  0.06
H -2.276 0.590 -3.933  0.10
H -2.251 2.302 -5.742  0.11
H -0.373 3.941 -5.880  0.11
H 1.478 3.878 -4.192  0.11
H 1.432 2.204 -2.368  0.08
H 0.647 -2.400 -0.363  0.10
H 2.480 -4.000 -0.966  0.11
H 3.244 -4.178 -3.325  0.11
H 2.355 -2.631 -5.060  0.11
H 0.722 -0.862 -4.418  0.11
H -1.146 3.038 1.176  0.10
H -2.322 4.808 2.501  0.11
H -3.384 4.235 4.680  0.10
H -3.213 1.907 5.567  0.10
H -2.117 0.124 4.206  0.10
H 1.427 -0.502 3.197  0.02
H 1.857 -2.430 4.707  0.11
H 0.162 -4.244 4.932  0.10
H -1.911 -4.187 3.536  0.11
H -2.331 -2.153 2.079  0.06
O 7.854 4.875 2.068  0.06
N 6.725 5.290 1.744  -0.33
O 6.336 6.455 1.967  0.06
C 5.816 4.370 1.107  -0.14
C 6.185 3.024 0.963  0.11
C 5.203 2.083 0.642  -0.06
C 3.956 2.520 0.071  -0.30
O 3.267 1.730 -0.665  -0.22
C 3.569 3.879 0.361  -0.06
C 4.533 4.806 0.764  0.11
N 2.166 4.237 0.316  -0.28
O 1.887 5.451 0.384  0.06
O 1.285 3.332 0.274  0.01
N 5.431 0.666 0.861  -0.26
O 6.604 0.252 0.913  0.09
O 4.436 -0.124 1.042  -0.11
H 7.198 2.694 1.167  0.13
H 4.281 5.866 0.872  0.14

---

2.
Computed, not measured: a single C4H9N3O molecule, with ωB97M-V with the def2-TZVPD basis set.

Summary:
* net charge: 0
* HOMO-LUMO gap: 6.715 eV

Each line ends with the Löwdin charge.
CARTESIAN COORDINATES (ANGSTROEM)
C -1.860 0.986 -0.468  -0.05
C 1.979 0.970 -0.203  -0.08
N -0.687 0.475 0.241  0.00
C 0.646 -1.073 -0.216  -0.40
C -0.560 -1.160 0.405  -0.37
O 1.685 -1.941 -0.347  0.05
N 0.764 0.270 -0.655  0.01
N -1.455 -2.007 0.759  0.04
H 1.547 -2.666 0.280  0.11
H -0.400 1.068 1.017  0.15
H -2.077 -1.657 1.483  0.01
H -2.159 0.256 -1.217  0.10
H -1.624 1.935 -0.949  0.09
H -2.695 1.118 0.222  0.09
H 2.196 0.829 0.864  0.09
H 1.887 2.031 -0.435  0.07
H 2.815 0.567 -0.780  0.09

---

3.
Computed, not measured: a single C4H6O2 molecule, with ωB97M-V with the def2-TZVPD basis set.

Summary:
* net charge: 0
* SMILES string: C=CC(=O)CO
* HOMO-LUMO gap: 10.515 eV

Each line ends with the Löwdin charge.
CARTESIAN COORDINATES (ANGSTROEM)
C 0.684 -1.335 1.260  0.04
C -0.310 -0.537 0.882  -0.10
O 0.155 1.931 -0.216  -0.06
C -0.355 1.012 -1.151  -0.19
C -0.651 -0.367 -0.567  -0.39
O -1.064 -1.265 -1.267  0.10
H 1.253 -1.906 0.529  0.07
H 0.968 1.558 0.151  0.09
H 0.975 -1.433 2.302  0.06
H -0.857 0.072 1.601  0.12
H 0.324 0.854 -2.004  0.13
H -1.281 1.436 -1.551  0.13